Entry 1:
{
  "formula": "C6H7IN2O",
  "method": "ωB97M-V/def2-TZVPD",
  "de_lowest_kcal_mol": 36.9,
  "orbital_gap_ev": [7.9, 7.9],
  "e_homo_ev": [-7.88, -7.88],
  "elements": ["C", "C", "H", "H", "I", "N", "N", "H", "C", "H", "H", "C", "H", "O", "C", "H", "C"],
  "positions_angstrom": [[-0.36535, -0.95273, -0.24547], [-0.19930, 1.63753, 2.19758], [2.06080, 2.07525, 1.95448], [1.54032, -1.95844, -0.61824], [-2.03538, -0.72409, -3.42937], [-0.00606, 0.01785, 0.68899], [1.28702, 0.61263, 0.73912], [0.22317, -2.56280, -1.51377], [-0.45868, 0.00930, -2.19523], [-1.26898, -1.49918, 0.08813], [-0.44648, 2.40444, 2.91945], [-0.86449, 0.57739, 1.60343], [-0.23116, 1.01772, -2.06303], [0.78987, -0.70552, -2.20059], [0.63387, -1.64650, -1.14423], [-1.80005, 0.11885, 1.58946], [1.14089, 1.57830, 1.62928]],
  "forces_ev_per_a": [[-1.6, 1.5, -2.4], [1.3, -0.4, -0.6], [-0.7, 0.2, -0.2], [0.4, 0.6, -0.4], [0.6, 0.5, 0.2], [2.2, 0.6, 0.8], [-2.3, -0.5, 0.0], [-0.7, -0.6, -0.4], [0.9, -4.3, 3.7], [0.6, 0.3, -0.3], [-0.5, -0.5, 0.0], [2.3, 1.1, -0.8], [-0.4, 1.9, -0.4], [-0.2, -0.2, -0.4], [0.1, 0.7, 0.4], [-1.6, 0.0, 0.6], [-0.5, -0.9, 0.3]]
}

Entry 2:
{
  "formula": "C6H12O2",
  "method": "ωB97M-V/def2-TZVPD",
  "total_charge": 1,
  "de_lowest_kcal_mol": 51.0,
  "spin_multiplicity": 2,
  "s2": 0.76,
  "orbital_gap_ev": [9.9, 7.7],
  "e_homo_ev": [-13.71, -14.75],
  "elements": ["C", "H", "O", "O", "H", "H", "H", "H", "C", "H", "H", "C", "C", "H", "C", "H", "C", "H", "H", "H"],
  "positions_angstrom": [[2.19295, -0.43925, -2.75026], [-0.66306, -1.40214, 2.70510], [-1.95404, 2.26981, 1.36245], [-0.68410, -1.49677, -0.00794], [0.83811, 1.28003, 1.13797], [-1.35036, -2.08110, 0.37489], [2.28716, 0.59242, -3.06709], [-2.19515, 1.42232, 0.77521], [1.02206, 0.49343, -0.84219], [-0.92023, 0.27268, 2.95007], [0.81257, -1.52992, -1.46794], [1.22136, -0.54644, -1.59792], [0.50284, 0.42797, 0.54984], [-2.28576, 2.89298, 0.63784], [-1.14714, -0.47727, 2.12532], [3.11641, -0.57153, -2.30823], [-0.31675, -0.58068, 0.88567], [-2.24364, -0.81191, 1.94752], [1.76289, -0.98076, -3.62826], [1.09423, 1.46610, -1.11605]],
  "forces_ev_per_a": [[-3.7, 1.1, -1.0], [-1.2, 1.1, -0.8], [-1.6, -1.8, -4.3], [0.4, 0.2, 0.8], [-0.8, -0.5, 0.5], [-0.2, -0.1, 0.0], [-0.3, 0.5, -0.1], [0.8, 2.3, 2.3], [-2.7, 0.2, 5.6], [-0.7, -0.2, -1.9], [0.1, -0.1, 0.5], [1.7, -2.1, -3.6], [3.0, 1.1, -3.8], [0.7, -0.3, 1.8], [0.7, -3.4, 2.3], [2.3, -1.5, 0.2], [-3.2, 0.1, 1.4], [1.8, 1.0, 0.5], [1.4, -0.2, 0.8], [1.4, 2.7, -1.3]]
}

Entry 3:
{
  "formula": "C11H16N3O3S",
  "method": "ωB97M-V/def2-TZVPD",
  "total_charge": -1,
  "de_lowest_kcal_mol": 0.0,
  "orbital_gap_ev": 8.7,
  "e_homo_ev": -5.82,
  "elements": ["H", "N", "H", "H", "H", "C", "C", "C", "O", "H", "C", "H", "H", "H", "O", "H", "C", "C", "C", "N", "H", "H", "O", "C", "H", "S", "H", "C", "C", "C", "N", "H", "H", "H"],
  "positions_angstrom": [[2.07342, -2.23830, -3.49920], [-0.78649, 0.54139, -4.95321], [-1.64683, 1.05290, 2.91196], [-2.65255, -0.02742, 5.60093], [3.39407, 0.04314, -2.36643], [-0.22759, -1.15195, 3.65073], [2.25421, -1.17751, -3.64307], [-2.75459, 0.14417, 4.52740], [-0.00150, -1.72895, -2.00416], [-0.28374, -2.21042, 1.77270], [-0.10418, 0.60813, -2.44175], [0.76574, -1.51196, 3.92350], [-0.86993, 2.87326, -2.74133], [-1.38523, -0.84884, 1.82420], [-1.51095, -0.51452, -0.86333], [0.33605, -0.55892, 1.65369], [-0.48556, 0.59948, -3.84580], [1.89558, 1.98961, -2.98723], [1.41763, 0.84185, -2.21209], [2.37163, -0.74918, -4.82886], [2.28039, -1.00875, -1.51475], [1.48763, 1.15238, -1.16823], [-0.30925, 0.15128, 4.21205], [-0.40318, -1.19278, 2.14458], [-2.92338, -0.81975, 4.04694], [-1.01261, 2.03834, -1.69890], [-3.63816, 0.76016, 4.35474], [2.37485, -0.35930, -2.37752], [-0.60461, -0.69652, -1.68292], [-1.52182, 0.84412, 3.97967], [2.29138, 2.90771, -3.55298], [-1.39796, 1.80675, 4.47837], [-0.94761, -1.82195, 4.13750], [2.52516, 0.26234, -4.83719]],
  "forces_ev_per_a": [[0.0, -0.1, 0.0], [-0.1, 0.2, 0.0], [0.0, 0.0, 0.0], [0.0, 0.0, 0.0], [0.0, 0.1, 0.1], [0.0, -0.1, -0.1], [-0.1, 0.1, -0.1], [0.0, -0.1, 0.1], [0.2, 0.0, -0.2], [0.0, 0.0, 0.0], [-0.1, 1.0, 0.1], [0.0, 0.0, 0.0], [0.2, 0.0, 0.0], [0.0, -0.1, -0.1], [0.1, 0.2, 0.1], [0.0, 0.0, 0.0], [0.2, -0.7, -0.1], [0.0, 0.2, 0.0], [-0.1, -0.4, 0.0], [0.1, 0.0, 0.1], [-0.2, -0.1, 0.0], [0.0, 0.0, 0.0], [0.0, 0.0, 0.1], [0.0, 0.1, 0.1], [0.0, 0.0, -0.1], [-0.3, -0.1, 0.0], [0.0, 0.0, 0.0], [0.3, 0.0, -0.1], [-0.3, -0.5, 0.3], [0.0, 0.1, -0.1], [0.0, 0.0, -0.1], [0.0, 0.0, 0.0], [0.0, 0.0, 0.0], [0.0, 0.0, -0.1]]
}

Entry 4:
{
  "formula": "Cl3FLi4",
  "method": "ωB97M-V/def2-TZVPD",
  "orbital_gap_ev": 7.6,
  "e_homo_ev": -8.95,
  "elements": ["Li", "Li", "Cl", "Cl", "Cl", "F", "Li", "Li"],
  "positions_angstrom": [[0.10012, -0.07735, 2.76724], [-0.41002, -0.00320, -0.18762], [-1.44553, 1.15719, -1.96486], [1.77995, -0.70856, -1.22659], [-1.93093, -1.30866, 1.71142], [0.41310, 1.26876, 1.07744], [-0.76239, -1.03860, -2.91084], [2.25573, 0.71040, 0.73379]],
  "forces_ev_per_a": [[-1.3, 0.2, -1.3], [-0.2, 0.7, 0.4], [0.3, -1.3, -0.4], [-0.3, 0.1, 0.5], [1.3, 0.6, 0.2], [1.3, -1.5, 1.0], [0.1, 1.2, 0.6], [-1.2, 0.1, -1.0]]
}

Entry 5:
{
  "formula": "C3H7NO2",
  "method": "ωB97M-V/def2-TZVPD",
  "de_lowest_kcal_mol": 121.6,
  "smiles": "C=C(CO)N=O.[H][H]",
  "orbital_gap_ev": 8.7,
  "e_homo_ev": -9.44,
  "elements": ["O", "N", "O", "C", "H", "H", "H", "H", "H", "C", "C", "H", "H"],
  "positions_angstrom": [[-2.16441, -0.55415, 0.36385], [-0.03520, 1.44461, 0.66036], [-0.42631, 0.99917, 1.72134], [-0.95506, -0.74746, -0.31988], [-1.21740, -1.05272, -1.33753], [-1.92603, -0.32497, 1.27352], [1.59464, -0.38577, 1.54154], [1.15202, -0.07186, -2.03865], [1.93352, -0.43181, 0.88136], [0.91480, 0.66893, -1.28053], [-0.07462, 0.48489, -0.40545], [-0.36043, -1.56291, 0.12363], [1.56449, 1.53402, -1.18357]],
  "forces_ev_per_a": [[0.0, 0.0, 0.2], [-0.2, -0.2, 0.4], [0.1, 0.3, -0.4], [0.2, -0.1, -0.2], [0.1, 0.0, 0.1], [-0.2, 0.0, -0.1], [0.2, -0.1, 0.0], [-0.1, 0.1, 0.0], [0.1, -0.1, 0.2], [-0.2, 0.0, 0.0], [0.2, -0.1, -0.2], [-0.1, 0.1, 0.0], [-0.1, -0.1, -0.1]]
}

Entry 6:
{
  "formula": "CH7O3",
  "method": "ωB97M-V/def2-TZVPD",
  "total_charge": -1,
  "de_lowest_kcal_mol": 1.4,
  "orbital_gap_ev": 8.3,
  "e_homo_ev": -3.79,
  "elements": ["O", "C", "O", "O", "H", "H", "H", "H", "H", "H", "H"],
  "positions_angstrom": [[-1.20357, -0.41428, -2.31343], [0.39338, 1.12445, 0.10767], [0.14333, -1.52754, 1.99296], [-0.53656, 0.11953, 0.14250], [1.11660, 1.10472, -0.73644], [-0.10502, -0.85945, 1.26574], [1.00461, 1.16024, 1.04206], [-0.04177, 2.15041, 0.07815], [-1.06595, -0.18710, -1.31841], [1.08136, -1.39782, 2.05187], [-0.78640, -1.27316, -2.31266]],
  "forces_ev_per_a": [[-0.1, 0.1, 0.5], [0.0, 0.5, 0.5], [-0.3, -0.1, 0.1], [0.1, 0.1, -0.2], [-0.1, -0.2, 0.0], [-0.5, 0.0, -0.3], [0.1, -0.1, -0.2], [-0.1, -0.1, -0.2], [0.1, 0.3, -0.2], [0.7, -0.1, 0.2], [0.1, -0.4, -0.3]]
}

Entry 7:
{
  "formula": "C6H7BrN2O2S",
  "method": "ωB97M-V/def2-TZVPD",
  "de_lowest_kcal_mol": 136.5,
  "orbital_gap_ev": [7.3, 7.3],
  "e_homo_ev": [-8.11, -8.11],
  "elements": ["O", "H", "H", "H", "C", "C", "Br", "O", "S", "C", "H", "C", "H", "H", "H", "C", "N", "C", "N"],
  "positions_angstrom": [[1.38163, 2.38678, 2.77767], [0.08461, 0.70613, 3.09963], [-1.87187, -1.06457, 2.92664], [-1.21971, -0.45323, -3.95174], [-0.36110, -1.05870, -3.64559], [-0.87040, -1.17845, 2.23260], [-0.49312, -1.92746, -0.34721], [1.77289, 2.74349, 0.54479], [0.59274, 0.14685, -2.79512], [-0.18886, 0.18670, 2.10426], [0.18501, -1.38713, -4.51406], [1.15314, 2.14778, 1.63786], [-1.01377, -1.89416, -3.13805], [-0.13016, -1.96842, 2.49699], [1.58068, 2.33505, -0.26507], [0.17206, 0.04342, -1.10881], [-1.51460, -1.63883, 1.05139], [0.34799, 0.98215, 1.12257], [0.39283, 0.89261, -0.22874]],
  "forces_ev_per_a": [[0.0, 0.9, 0.1], [-0.7, -1.1, -1.4], [2.9, -0.4, -1.0], [0.1, -0.1, -0.8], [-3.6, -0.9, 0.4], [-1.3, 0.9, -0.1], [1.0, 0.7, -0.7], [0.9, 2.1, 4.1], [1.0, 0.4, 1.2], [1.2, 1.0, 1.6], [0.2, -0.3, -0.1], [0.9, -0.8, -2.8], [2.3, 1.2, -0.4], [-0.3, 0.8, 1.1], [-0.9, -1.2, -1.6], [-0.1, -0.8, 1.2], [-1.9, 0.0, -0.7], [-1.2, -1.4, 2.5], [-0.7, -1.0, -2.6]]
}

Entry 8:
{
  "formula": "C16H13NO3",
  "method": "ωB97M-V/def2-TZVPD",
  "de_lowest_kcal_mol": 0.0,
  "smiles": "O=C1COC(=O)N1C(c1ccccc1)c1ccccc1",
  "orbital_gap_ev": 9.9,
  "e_homo_ev": -9.16,
  "elements": ["C", "H", "H", "N", "C", "C", "H", "C", "H", "H", "C", "H", "H", "O", "O", "H", "C", "H", "C", "C", "C", "C", "H", "C", "H", "C", "C", "O", "H", "H", "C", "C", "C"],
  "positions_angstrom": [[-2.27394, 1.55928, 3.01576], [1.10600, 1.48987, -4.92516], [-0.69247, -3.80368, 1.35943], [0.66206, -1.32200, 0.26304], [-1.23961, 0.70704, 3.42267], [0.14570, 1.72289, -1.66066], [2.28739, -0.89056, -1.52607], [-0.28880, 0.27786, 2.50331], [-1.87447, 1.19625, -0.34411], [2.63399, -0.22971, -3.89162], [-1.61674, 1.18988, 0.71585], [-1.15276, 0.39307, 4.45749], [0.57723, -0.31811, 2.80813], [1.32690, -3.37507, 0.89260], [-1.57285, -1.66880, -0.23527], [-0.43530, 2.79268, -3.42440], [1.70653, -0.08372, -1.97017], [-0.16462, -4.17481, -0.33840], [0.79992, 0.59416, -1.16192], [-2.44370, 1.82369, 1.65357], [-0.06630, -3.48302, 0.50984], [0.19776, 2.00421, -3.02685], [-3.21371, 2.51346, 1.29820], [1.75118, -2.08761, 0.73234], [-2.94138, 2.00081, 3.75512], [1.05476, 1.27449, -3.85994], [-0.48123, -2.09714, 0.10442], [2.87853, -1.68066, 0.96407], [-0.41127, 2.35718, -0.97451], [1.62420, 0.36454, 0.76971], [-0.44120, 0.56903, 1.15070], [1.87249, 0.28268, -3.30483], [0.68572, 0.10186, 0.26766]],
  "forces_ev_per_a": [[0.3, -0.1, -0.2], [0.0, 0.0, 0.2], [0.4, 0.0, -0.3], [0.6, -2.2, 0.5], [-0.1, 0.1, 0.0], [0.0, -0.3, -0.1], [0.0, 0.2, -0.3], [-0.2, 0.2, 0.1], [0.1, 0.2, 0.5], [-0.3, 0.1, 0.0], [0.2, 0.4, 0.3], [0.0, 0.2, 0.0], [-0.3, 0.3, 0.1], [-0.2, 0.4, -0.2], [1.4, -1.0, 0.3], [0.2, 0.0, 0.0], [-0.1, 0.1, -0.4], [0.1, 0.1, 0.4], [0.1, 0.6, -0.1], [0.1, -0.4, 0.0], [0.0, -0.3, 0.0], [0.4, -0.2, 0.0], [0.0, -0.5, 0.2], [0.8, 0.5, 0.2], [0.1, -0.1, -0.2], [0.0, 0.0, 0.3], [-0.7, 1.4, -0.3], [-2.2, -0.9, -0.4], [0.1, -0.1, -0.4], [-0.1, 0.0, 0.0], [-0.7, 0.3, 0.2], [-0.2, 0.0, 0.2], [0.1, 0.9, -0.4]]
}

Entry 9:
{
  "formula": "C5H6O2",
  "method": "ωB97M-V/def2-TZVPD",
  "de_lowest_kcal_mol": 119.0,
  "orbital_gap_ev": 8.6,
  "e_homo_ev": -9.29,
  "elements": ["H", "C", "C", "H", "O", "H", "C", "C", "H", "H", "H", "O", "C"],
  "positions_angstrom": [[-2.30385, -0.26571, -0.80429], [2.06280, -0.74499, 1.56793], [-0.40554, 0.69582, -0.99589], [-2.18636, 1.33301, -0.03489], [0.32226, 1.60715, -1.27400], [1.64090, -1.82637, -0.86866], [2.42365, -0.72474, 2.73874], [1.37418, -0.79794, -0.74244], [2.03657, 0.00314, -1.03077], [2.70893, -0.64614, 3.74888], [-2.30484, 1.22545, -1.78627], [0.05135, -0.56460, -0.74396], [-1.90179, 0.73930, -0.90052]],
  "forces_ev_per_a": [[-0.1, 0.1, 0.0], [-0.3, -0.1, -1.3], [-0.1, 1.6, -0.3], [0.0, 0.0, 0.1], [-0.3, -0.6, 0.2], [0.0, -0.3, 0.0], [-0.7, 0.1, -2.2], [0.2, 0.6, 3.2], [0.0, 0.1, -0.1], [0.2, 0.0, 0.5], [0.1, 0.0, 0.0], [1.0, -1.3, 0.0], [0.1, -0.2, -0.1]]
}

Number 1 is which compound?
C6H7IN2O

Number 1 is which compound?
C6H7IN2O